Entry 1:
C36H35EuN4O8 | ωB97M-V/def2-TZVPD

Output
HOMO-LUMO gap (alpha / beta)   4.13 / 5.59 eV
Energy relative to the best compared isomer or geometry (same formula, charge and spin)   163.7 kcal per mole
Electronic energy   -2923.790274 hartree
Multiplicity   7

```
84
C36H35EuN4O8 ωB97M-V/def2-TZVPD
Eu 0.4549 0.1085 -0.8712
C 4.8174 -1.1835 1.1314
C 5.7606 -0.8298 0.1904
C 5.3738 -0.0406 -0.8474
C 3.9943 0.3432 -0.9886
C 3.0576 0.0072 -0.0315
C 3.4657 -0.7924 1.0113
C 3.6049 0.9722 -2.3008
C 4.5960 1.8042 -2.9320
C 4.2898 2.3770 -4.1342
C 3.0414 2.1352 -4.7333
C 2.7068 2.6203 -5.9941
C 1.5729 2.2402 -6.6811
C 0.7586 1.2648 -6.0951
C 1.0443 0.7406 -4.8589
C 2.1712 1.1665 -4.0632
N 2.4289 0.6063 -2.8284
H 5.1259 -1.6651 2.0592
H 6.7715 -1.1170 0.3887
H 6.1791 0.2406 -1.5534
H 2.7032 -1.2938 1.6768
H 5.5751 2.0940 -2.4860
H 5.0773 3.0985 -4.5782
H 3.4379 3.2993 -6.4938
H 1.3288 2.5273 -7.7028
H -0.1191 0.9388 -6.6251
H 0.4274 0.0215 -4.4178
C -0.5512 3.1830 0.8858
N 0.4953 2.3480 1.5204
C 1.7827 3.1044 1.5601
C 0.1692 1.8174 2.8031
C 1.2423 0.9806 3.5730
N 0.7637 0.5935 4.8898
C 1.0365 -0.7758 5.2001
C 1.0028 1.5132 6.0690
H -0.6274 4.2552 1.1688
H -1.5341 2.7296 1.1155
H -0.4861 3.1355 -0.2141
H 1.8472 3.8207 2.4124
H 1.8158 3.7444 0.6721
H 2.5900 2.3712 1.6076
H -0.7126 1.1355 2.7565
H -0.1386 2.6236 3.4438
H 2.1725 1.5959 3.7045
H 1.5163 0.1192 2.9515
H 2.0446 -1.1829 4.9462
H 0.3922 -1.4349 4.5621
H 0.8202 -1.0485 6.2177
H 2.0965 1.4441 6.3596
H 0.2964 1.2848 6.8921
H 0.7121 2.5096 5.7574
O -1.7677 -0.4213 0.4091
C -1.1507 -1.4469 0.9028
O -0.0144 -1.8291 0.4497
C -1.8047 -2.3230 1.9687
C -1.0543 -3.4519 2.4058
C -1.3496 -4.1255 3.5666
C -2.5972 -3.7465 4.0999
O -3.3082 -4.5568 4.9340
C -4.6522 -4.0845 4.9134
O -4.6112 -2.8059 4.1895
C -3.3940 -2.7668 3.5389
C -3.0062 -1.9344 2.4883
H -0.0811 -3.6257 1.8961
H -0.7408 -4.8917 3.9789
H -4.8824 -3.7303 5.9997
H -5.3489 -4.7614 4.3695
H -3.5123 -0.9917 2.2414
O -1.4882 1.1765 -2.0813
C -1.7537 -0.0080 -2.4370
O -0.9019 -0.9759 -2.4621
C -3.1685 -0.2648 -2.9183
C -4.2438 0.5181 -2.4530
C -5.4722 0.3052 -2.9490
C -5.7276 -0.6837 -3.8814
C -4.6325 -1.2752 -4.5038
C -3.3582 -1.1075 -4.0250
N -4.8393 -2.2433 -5.5469
O -6.0244 -2.2636 -6.0284
O -3.8930 -2.9537 -5.9956
H -4.0392 1.3230 -1.7651
H -6.3083 0.9579 -2.6451
H -6.7211 -0.8302 -4.3731
H -2.5449 -1.7330 -4.3831
```

---

Entry 2:
C8H8ClNS | ωB97M-V/def2-TZVPD

Output
HOMO-LUMO gap   8.42 eV
Energy relative to the best compared isomer or geometry (same formula, charge and spin)   22.6 kcal per mole
Electronic energy   -1222.686837 hartree
SMILES   CN(C(=S)Cl)c1ccccc1

```
19
C8H8ClNS ωB97M-V/def2-TZVPD
C -2.7014 -0.1272 -0.0573
C -1.8558 0.1653 -1.1644
C -2.1948 -0.3667 1.1829
C -0.4936 0.1500 -1.0795
C -0.8249 -0.3846 1.3115
C 0.0190 -0.0506 0.1935
C 2.1111 -1.3156 -0.4219
C 2.0309 1.3266 0.2762
N 1.4201 -0.0282 0.3171
S 3.4039 -1.0291 -1.4497
Cl 1.4174 -2.7713 -0.0497
H -3.7307 -0.1859 -0.2490
H -2.1130 0.6483 -2.1368
H -2.7217 -0.5943 2.0630
H 0.0924 0.4982 -1.9825
H -0.3926 -0.8745 2.2435
H 1.5616 1.9848 1.1482
H 3.0396 1.2419 0.5351
H 1.9325 1.7129 -0.6800
```

---

Entry 3:
C25H25NO3 | ωB97M-V/def2-TZVPD

Output
HOMO-LUMO gap   3.62 eV
Energy relative to the best compared isomer or geometry (same formula, charge and spin)   75.5 kcal per mole
Electronic energy   -1248.010008 hartree

```
54
C25H25NO3 ωB97M-V/def2-TZVPD
C 5.2566 -3.7790 -1.5825
O 4.8453 -2.3825 -1.6248
C 3.5309 -2.0432 -1.4812
C 3.2301 -0.6630 -1.6295
C 1.9318 -0.2409 -1.5643
C 0.8468 -1.1347 -1.2641
C -0.4775 -0.6409 -1.2317
C -1.6697 -1.3895 -1.4127
C -2.9024 -0.6921 -1.2142
C -4.1217 -1.3069 -1.3231
C -4.2042 -2.6878 -1.5822
C -5.5379 -3.3678 -1.5770
C -3.0186 -3.3993 -1.8454
C -1.7909 -2.7522 -1.8519
C 1.1962 -2.5100 -1.0594
C 2.4945 -2.9730 -1.2081
H 6.3469 -3.7454 -1.7076
H 5.0033 -4.2415 -0.6145
H 4.8050 -4.3536 -2.4076
H 4.0402 0.0250 -1.8104
H 1.6888 0.8005 -1.7688
H -0.5929 0.4337 -1.1817
H -2.8347 0.3598 -0.9257
H -5.0410 -0.7366 -1.1429
H -5.4348 -4.4562 -1.5709
H -6.1250 -3.0769 -0.6962
H -6.1346 -3.0926 -2.4573
H -3.0915 -4.4766 -2.0389
H -0.9113 -3.2953 -2.2018
H 0.4150 -3.2064 -0.7784
H 2.7282 -4.0358 -1.1047
C 0.6585 5.7863 -0.0273
C 0.6141 4.4676 -0.4897
C 0.7542 3.4180 0.4203
C 0.9967 3.6730 1.7726
C 1.1370 2.5186 2.7352
C -0.2486 1.9402 3.0537
C -0.3347 0.8195 4.0830
O -1.2356 -0.1385 3.5218
C -1.5295 0.2301 2.2118
O -2.3571 -0.4297 1.5941
N -0.7812 1.3243 1.8638
C 1.0121 5.0017 2.2278
C 0.8422 6.0564 1.3300
H 0.5373 6.6109 -0.7339
H 0.4586 4.2436 -1.5499
H 0.6334 2.3797 0.1083
H 1.7106 1.6948 2.2786
H 1.5917 2.8649 3.6676
H -0.8353 2.7517 3.5551
H 0.6608 0.3771 4.2139
H -0.7500 1.1835 5.0336
H 1.1451 5.1956 3.2953
H 0.8488 7.0912 1.6939
```

---

Entry 4:
C47H44F10NO4P2S4Sc | ωB97M-V/def2-TZVPD

Output
HOMO-LUMO gap   6.30 eV
Energy relative to the best compared isomer or geometry (same formula, charge and spin)   21.8 kcal per mole
Electronic energy   -6208.285661 hartree

```
113
C47H44F10NO4P2S4Sc ωB97M-V/def2-TZVPD
Sc -0.2060 -0.9038 0.8247
O -3.8743 0.5296 6.4676
C -3.2204 0.2986 5.4894
S -1.4504 0.2626 5.4617
C -1.2624 -0.0351 3.7435
C -2.3888 -0.1057 3.0109
S -2.5566 -0.2654 1.2585
S -3.9087 0.0733 3.8709
S 0.4025 -0.2003 3.2172
C -2.6774 -1.5578 -6.3684
C -1.1601 -1.6977 -6.3490
C -0.4634 -1.0028 -7.5091
C -0.6680 0.5020 -7.4294
C -0.2770 1.0213 -6.0704
C 0.1401 2.3229 -5.9132
C 0.5172 2.7900 -4.6598
F 0.9672 4.0525 -4.5631
C 0.4562 2.0048 -3.5453
C 0.0506 0.6716 -3.6728
C 0.0213 -0.2007 -2.4887
O 0.1843 0.2681 -1.3355
C -0.1571 -1.5870 -2.7743
C -0.4971 -1.9909 -4.0354
N -0.6246 -1.1704 -5.0779
C -0.2983 0.1769 -4.9401
C 0.0878 -2.6538 -1.7654
O 0.1498 -3.8193 -2.1031
O 0.2330 -2.2303 -0.5419
H -3.0747 -1.9144 -7.3187
H -2.9819 -0.5200 -6.2322
H -3.1247 -2.1465 -5.5675
H -0.8967 -2.7565 -6.3612
H -0.8501 -1.3999 -8.4477
H 0.6041 -1.2321 -7.4676
H -1.7142 0.7511 -7.6257
H -0.0806 1.0082 -8.1957
H 0.1966 2.9886 -6.7650
H 0.7201 2.3957 -2.5771
H -0.6693 -3.0446 -4.2171
C -0.3821 -5.5175 4.1863
C -1.0451 -4.2770 3.5825
C -1.2072 -3.2006 4.6532
P -0.3362 -3.5933 2.0016
C -1.1114 -4.6922 0.7164
C -1.2995 -6.1731 1.0482
C -2.4659 -4.0959 0.3216
C 1.5026 -3.9193 1.9228
C 2.2260 -3.4563 3.1905
C 1.9695 -5.3131 1.5058
H -1.0655 -5.9639 4.9129
H 0.5257 -5.2515 4.7261
H -0.1362 -6.2812 3.4554
H -2.0542 -4.5594 3.2600
H -0.2468 -2.7668 4.9376
H -1.6600 -3.6297 5.5501
H -1.8480 -2.3950 4.3018
H -0.4512 -4.6163 -0.1478
H -1.9898 -6.3216 1.8798
H -0.3669 -6.6803 1.2816
H -1.7333 -6.6722 0.1782
H -3.1758 -4.1330 1.1527
H -2.8953 -4.6651 -0.5059
H -2.3871 -3.0522 0.0138
H 1.8001 -3.2475 1.1077
H 2.1209 -4.1864 3.9916
H 1.8577 -2.4960 3.5533
H 3.2940 -3.3537 2.9852
H 1.7299 -6.0624 2.2601
H 3.0564 -5.3045 1.3904
H 1.5410 -5.6199 0.5526
F -0.3866 5.8817 6.4258
C -1.3787 5.4257 5.6444
F -2.2397 4.7676 6.4352
F -2.0328 6.5091 5.1796
C -0.8733 4.5626 4.5224
C -1.7547 3.7046 3.8787
C -1.3053 2.9285 2.8258
C 0.0235 2.9963 2.4097
C 0.8895 3.8774 3.0463
C 0.4445 4.6573 4.1037
P 0.4640 1.9787 0.9482
C 2.2879 1.9734 0.8849
C 3.0282 1.7030 2.0387
C 4.3992 1.5121 1.9674
C 5.0448 1.5853 0.7421
C 4.3224 1.8383 -0.4145
C 2.9521 2.0221 -0.3412
C 6.5386 1.4302 0.6684
F 7.1669 2.6167 0.7749
F 6.9327 0.8898 -0.4964
F 7.0165 0.6500 1.6494
C -0.0756 3.2017 -0.3093
C 0.6413 4.3351 -0.6750
C 0.1052 5.2447 -1.5766
C -1.1639 5.0318 -2.0914
C -1.9028 3.9190 -1.7096
C -1.3549 3.0046 -0.8291
C -1.7592 5.9784 -3.0957
F -1.7774 5.4412 -4.3340
F -1.0837 7.1316 -3.1824
F -3.0343 6.2815 -2.7996
H -2.7840 3.6349 4.2052
H -1.9938 2.2622 2.3194
H 1.9190 3.9680 2.7260
H 1.1232 5.3363 4.6007
H 2.5288 1.6280 2.9956
H 4.9635 1.3010 2.8653
H 4.8270 1.8809 -1.3701
H 2.3948 2.1932 -1.2513
H 1.6252 4.5149 -0.2603
H 0.6681 6.1190 -1.8714
H -2.8986 3.7689 -2.1060
H -1.9218 2.1271 -0.5359
```

---

Entry 5:
C21H16ClN3O2S | ωB97M-V/def2-TZVPD

Output
HOMO-LUMO gap   8.06 eV
Electronic energy   -1982.999740 hartree
SMILES   Cc1nn(-c2ccccc2)c(Cl)c1/C=C(\CC(=O)O)c1nc2ccccc2s1

```
44
C21H16ClN3O2S ωB97M-V/def2-TZVPD
C 2.3157 -0.8790 -2.4924
C 2.3297 -0.6744 -1.0194
N 3.4577 -0.5752 -0.3490
N 3.1520 -0.4675 0.9477
C 1.8076 -0.5177 1.1162
C 1.2221 -0.6325 -0.1336
C -0.1983 -0.7309 -0.4009
C -0.9028 0.1074 -1.1833
C -2.3184 -0.1121 -1.3472
N -2.9585 -1.1048 -0.8394
C -4.2809 -1.0899 -1.1422
C -5.2254 -2.0306 -0.7350
C -6.5350 -1.8725 -1.1314
C -6.9233 -0.7949 -1.9268
C -6.0070 0.1506 -2.3429
C -4.6889 -0.0005 -1.9480
S -3.3223 1.0052 -2.3015
H -6.3038 0.9858 -2.9582
H -7.9570 -0.6975 -2.2228
H -7.2767 -2.5939 -0.8226
H -4.9126 -2.8592 -0.1203
C -0.2870 1.3433 -1.7923
C -0.1140 2.3259 -0.6537
O 0.8905 2.4774 -0.0140
O -1.2445 2.9914 -0.4004
H -1.1346 3.5825 0.3611
H -0.9430 1.7731 -2.5479
H 0.6912 1.1256 -2.2128
H -0.7334 -1.5293 0.0970
Cl 1.0192 -0.3133 2.6103
C 4.1784 -0.3071 1.8917
C 4.0966 -0.8624 3.1628
C 5.1399 -0.6785 4.0531
C 6.2642 0.0381 3.6806
C 6.3517 0.5690 2.4036
C 5.3135 0.4000 1.5082
H 5.3605 0.8013 0.5087
H 7.2307 1.1203 2.1057
H 7.0736 0.1763 4.3815
H 5.0745 -1.1069 5.0421
H 3.2362 -1.4431 3.4528
H 1.3336 -1.2118 -2.8190
H 3.0598 -1.6249 -2.7624
H 2.5756 0.0441 -3.0104
```

---

Entry 6:
CH2N2O2S | ωB97M-V/def2-TZVPD

Output
HOMO-LUMO gap   10.93 eV
Energy relative to the best compared isomer or geometry (same formula, charge and spin)   110.7 kcal per mole
Electronic energy   -697.374500 hartree

```
8
CH2N2O2S ωB97M-V/def2-TZVPD
C 0.8109 0.6171 -0.5180
N 0.9642 0.4528 0.7076
N -0.4966 0.2414 -0.7336
O -0.9949 0.0709 2.0726
O -0.6005 -1.7738 0.5434
S -0.5270 -0.4520 0.8743
H 1.5755 0.9923 -1.3163
H -0.7314 -0.1488 -1.6300
```

---

Entry 7:
C3H3OSn | ωB97M-V/def2-TZVPD

Output
HOMO-LUMO gap (alpha / beta)   7.90 / 7.76 eV
Electronic energy   -405.433084 hartree
Multiplicity   2

```
8
C3H3OSn ωB97M-V/def2-TZVPD
C -0.3784 -0.2971 -0.3038
C 0.4280 0.9741 -0.6815
C 0.9319 -0.2957 -0.1057
H 0.4187 1.8903 -0.0725
H 0.5289 1.1911 -1.7556
H 1.8361 -0.8985 -0.0433
O -1.7812 -1.6387 2.3321
Sn -1.9840 -0.9255 0.6303
```

---

Entry 8:
C3H8Cl2NP | ωB97M-V/def2-TZVPD

Output
HOMO-LUMO gap   7.97 eV
Energy relative to the best compared isomer or geometry (same formula, charge and spin)   46.6 kcal per mole
Electronic energy   -1435.519368 hartree

```
15
C3H8Cl2NP ωB97M-V/def2-TZVPD
C -0.9380 -0.5954 -1.6183
C 0.2235 -1.0913 0.5127
C 1.1355 2.3526 0.8998
N 0.2240 -0.4090 -0.7322
P 1.3619 0.7017 -1.1228
Cl -0.4050 2.1110 1.5658
Cl 3.0052 -0.1129 -0.2328
H -1.1526 -1.7187 -1.8247
H -1.9017 -0.2488 -1.4235
H -0.5697 -0.1006 -2.4857
H 0.5630 -0.4521 1.3138
H -0.9102 -1.2844 0.5907
H 0.8547 -1.9965 0.5876
H 1.7660 2.0193 1.5790
H 1.3426 3.2357 0.3970
```